No. 1
{
  "formula": "C7H16NO",
  "method": "ωB97M-V/def2-TZVPD",
  "elements": ["C", "C", "C", "C", "C", "C", "C", "N", "O", "H", "H", "H", "H", "H", "H", "H", "H", "H", "H", "H", "H", "H", "H", "H", "H"],
  "positions_angstrom": [[-0.161, 1.609, -0.612], [-1.136, 0.469, -0.705], [1.038, 1.041, 0.291], [-3.076, -0.806, 0.238], [3.205, -0.055, -0.277], [1.017, -1.412, -0.080], [-2.086, 0.244, 0.371], [1.692, -0.144, -0.390], [0.621, 0.637, 1.585], [0.091, 1.913, -1.644], [-0.634, 2.303, 0.054], [-1.105, -0.291, -1.503], [-3.566, -0.550, -0.714], [-3.796, -0.870, 1.147], [-2.476, -1.758, 0.075], [3.365, 0.121, 0.851], [3.687, -1.019, -0.374], [3.346, 0.832, -0.910], [0.437, -1.802, -1.011], [1.753, -2.193, 0.385], [0.197, -1.021, 0.595], [-1.472, 0.025, 1.365], [-2.643, 1.246, 0.509], [1.282, 0.041, -1.316], [0.422, 1.440, 2.070]],
  "atomic_forces_ev_per_a": [[-0.6, -2.0, 0.0], [0.7, 0.1, -0.5], [-1.6, -0.8, 0.8], [-1.0, -2.2, -0.4], [-1.5, 0.8, 2.4], [-1.4, -2.1, 0.9], [1.1, 2.7, 3.1], [-0.9, 0.7, -0.7], [1.5, 0.7, -2.0], [0.4, 0.5, 0.9], [0.0, 1.1, -0.3], [0.2, 0.6, 0.2], [-0.7, -0.7, 0.5], [1.3, 0.0, -1.8], [-1.3, 0.6, 0.4], [-0.2, 0.4, -1.8], [0.0, 0.0, -1.3], [1.4, -0.7, 0.3], [1.6, 0.4, 1.5], [-1.7, 1.5, -0.8], [1.1, -1.9, -0.2], [-0.9, 0.9, -1.5], [1.0, -1.1, 0.3], [1.5, 0.0, -0.2], [-0.1, 0.3, 0.3]],
  "e_homo_ev": [-12.97, -11.96],
  "gap_ev": [9.07, 7.38],
  "e_above_lowest_kcal_mol": 130.12,
  "total_charge": 1
}



No. 2
{
  "formula": "C7H16NOP",
  "method": "ωB97M-V/def2-TZVPD",
  "elements": ["C", "N", "P", "C", "O", "C", "C", "C", "C", "C", "H", "H", "H", "H", "H", "H", "H", "H", "H", "H", "H", "H", "H", "H", "H", "H"],
  "positions_angstrom": [[-1.199, -3.222, 1.441], [-0.606, -2.889, 0.381], [0.964, -2.164, 0.588], [2.048, -3.393, -0.421], [1.431, -1.740, 1.893], [0.798, -0.608, -0.769], [0.014, 0.414, 0.161], [-0.276, 1.685, -0.609], [-0.749, 2.918, 0.241], [-1.220, 4.043, -0.695], [-2.123, -3.585, 1.395], [-0.887, -2.955, 2.536], [1.773, -4.347, -0.054], [1.585, -3.259, -1.457], [2.975, -3.007, -0.142], [0.087, -0.796, -1.673], [1.732, -0.404, -1.080], [-0.947, 0.139, 0.670], [0.597, 0.707, 0.946], [-0.978, 1.598, -1.343], [0.479, 2.101, -1.160], [-1.584, 2.738, 1.023], [0.161, 3.211, 0.868], [-0.609, 3.986, -1.695], [-2.371, 3.890, -0.833], [-1.095, 4.940, -0.212]],
  "atomic_forces_ev_per_a": [[3.1, 2.6, 2.4], [1.3, 0.2, 0.4], [-0.5, 0.1, -5.8], [-4.2, 1.9, -0.1], [0.4, 0.3, 1.6], [-6.3, -2.7, 3.2], [-0.6, 0.4, -2.6], [-1.5, 1.1, 3.3], [0.5, -0.5, 1.5], [-1.0, -2.9, -1.8], [-3.9, -2.0, -0.4], [0.1, -0.5, -1.9], [0.3, -1.1, 0.4], [1.4, -0.1, 1.2], [2.0, 0.1, -0.4], [1.4, -0.3, 1.6], [3.2, 1.3, -0.8], [0.7, -0.8, -0.9], [2.0, 0.5, 2.2], [-2.5, -1.0, -2.0], [2.9, 0.6, -1.1], [1.3, -0.2, -1.3], [-1.1, 0.0, -0.8], [-1.4, 0.4, 1.7], [2.2, 0.4, -0.4], [0.3, 2.4, 0.8]],
  "e_homo_ev": -9.40,
  "gap_ev": 10.20,
  "e_above_lowest_kcal_mol": 58.45,
  "total_charge": 0,
  "smiles": "C=N[P@](C)(=O)CCCCC"
}



No. 3
{
  "formula": "C7H16NS",
  "method": "ωB97M-V/def2-TZVPD",
  "elements": ["C", "C", "C", "C", "C", "C", "C", "N", "S", "H", "H", "H", "H", "H", "H", "H", "H", "H", "H", "H", "H", "H", "H", "H", "H"],
  "positions_angstrom": [[-0.299, -1.435, -1.221], [0.587, -0.233, -1.445], [-0.635, -0.491, 1.420], [2.054, -0.787, -1.532], [-1.929, 0.080, 1.240], [0.226, -0.129, 2.624], [-0.216, 2.018, -0.733], [0.380, 0.758, -0.379], [-0.179, -1.921, 0.493], [-1.275, -1.412, -1.744], [0.325, -2.289, -1.587], [0.330, 0.199, -2.470], [2.811, 0.032, -1.593], [2.089, -1.485, -2.295], [2.214, -1.211, -0.521], [-2.804, -0.665, 1.376], [-2.221, 0.258, 0.211], [-2.239, 0.951, 1.855], [-0.485, 0.181, 3.365], [0.879, 0.658, 2.226], [0.832, -1.117, 2.910], [0.300, 2.898, -1.256], [-1.179, 1.712, -1.394], [-0.715, 2.473, 0.142], [1.149, 0.956, 0.309]],
  "atomic_forces_ev_per_a": [[-0.1, -1.5, -0.5], [1.5, 1.1, -1.2], [1.5, -1.0, -1.0], [-0.5, 2.9, 3.0], [-3.8, 0.2, 0.0], [0.1, -3.1, -1.4], [-3.9, 0.8, -1.7], [1.5, 0.8, 1.2], [-0.2, 0.7, 1.3], [0.4, -0.1, 0.7], [-1.1, 0.3, -0.3], [0.1, -0.2, 1.5], [-0.6, -0.6, -0.5], [0.5, -1.3, -1.4], [0.3, -0.4, -0.7], [1.6, 0.5, 0.6], [0.5, 0.4, -0.5], [0.7, -0.4, -0.3], [0.3, 0.4, 0.8], [0.0, -0.1, 0.8], [-1.1, 2.5, -0.4], [0.0, -1.8, 0.5], [2.2, 1.0, 1.1], [0.5, -0.2, -0.1], [-0.4, -0.8, -1.6]],
  "e_homo_ev": -13.51,
  "gap_ev": 8.44,
  "e_above_lowest_kcal_mol": 69.47,
  "total_charge": 1
}



No. 4
{
  "formula": "C7H16O",
  "method": "ωB97M-V/def2-TZVPD",
  "elements": ["C", "C", "C", "O", "H", "H", "H", "H", "H", "H", "H", "H", "C", "C", "C", "C", "H", "H", "H", "H", "H", "H", "H", "H"],
  "positions_angstrom": [[0.118, -1.202, 1.559], [0.399, 0.147, 2.168], [-0.865, 0.916, 2.518], [1.207, 0.860, 1.235], [1.044, -1.773, 1.474], [-0.325, -1.122, 0.568], [-0.584, -1.759, 2.189], [0.991, -0.010, 3.081], [-1.430, 0.370, 3.285], [-1.481, 1.025, 1.621], [-0.614, 1.913, 2.879], [1.700, 1.558, 1.717], [-1.367, 1.286, -2.363], [-0.638, -0.022, -2.258], [0.642, -0.142, -1.940], [1.333, -1.430, -1.661], [-0.666, 2.107, -2.490], [-2.048, 1.289, -3.217], [-1.949, 1.477, -1.462], [-1.229, -0.919, -2.440], [1.186, 0.771, -1.718], [0.624, -2.250, -1.546], [2.029, -1.718, -2.450], [1.924, -1.374, -0.749]],
  "atomic_forces_ev_per_a": [[-0.2, -0.3, 0.1], [0.4, 0.2, -0.1], [0.1, -0.2, -0.1], [-0.1, 0.1, 0.1], [0.0, 0.0, 0.0], [0.0, 0.2, -0.1], [0.0, 0.0, 0.1], [-0.2, 0.0, 0.1], [0.0, 0.1, 0.0], [-0.1, 0.0, 0.0], [0.0, 0.0, 0.1], [0.0, -0.1, -0.1], [0.2, -0.1, -0.2], [-0.1, 0.0, -0.2], [-0.2, 0.3, 0.4], [0.3, -0.3, -0.1], [0.0, 0.1, 0.1], [-0.1, 0.0, 0.0], [-0.1, 0.0, 0.1], [0.0, 0.0, 0.1], [0.1, -0.1, -0.1], [-0.1, 0.0, 0.0], [0.1, 0.1, -0.2], [-0.1, 0.2, 0.1]],
  "e_homo_ev": [1.21, -6.04],
  "gap_ev": [2.53, 9.61],
  "e_above_lowest_kcal_mol": 1.67,
  "total_charge": -1,
  "spin_multiplicity": 2
}